Entry 1:
Molecular formula: C18H29Cl2IrN3OSSi2
Method: DFT, ωB97M-V/def2-TZVPD

Values from the calculation:
Multiplicity = 1
HOMO-LUMO gap (alpha / beta) = 6.75 / 6.75 eV
Charge = +1

Last column: Löwdin charge in e.
Element x y z (Å)
Ir: -0.414 -0.440 0.511  0.8065
Cl: -1.936 -1.918 -0.761  0.8012
C: -3.029 -0.845 -1.590  -0.6096
C: -3.957 -1.399 -2.453  -0.0902
C: -4.834 -0.559 -3.112  -0.0598
C: -4.758 0.813 -2.915  -0.0853
C: -3.821 1.334 -2.043  -0.6808
Cl: -3.743 3.042 -1.798  0.7071
C: -2.934 0.509 -1.341  -0.6678
S: -1.822 1.254 -0.207  0.6560
H: -3.990 -2.470 -2.603  0.1156
H: -5.579 -0.973 -3.777  0.1173
H: -5.426 1.483 -3.438  0.1159
C: -2.151 -1.679 5.078  0.0228
N: -1.121 -0.800 4.515  -0.0288
C: -0.354 0.012 5.285  -0.0094
C: 0.569 0.843 4.759  0.0227
C: 0.695 0.878 3.341  -0.3328
N: -0.060 0.075 2.591  0.0536
C: -0.951 -0.810 3.149  -0.5114
O: -1.570 -1.577 2.423  -0.0099
N: 1.540 1.693 2.727  0.2153
H: -2.067 -1.675 6.160  0.0982
H: -2.017 -2.687 4.698  0.1030
H: -3.138 -1.329 4.783  0.1090
H: -0.528 -0.050 6.351  0.1448
H: 1.176 1.477 5.385  0.1231
H: 2.127 2.322 3.245  0.1364
H: 1.534 1.736 1.719  0.0423
C: 3.599 -1.742 -1.815  -0.1683
Si: 1.808 -1.581 -1.309  0.3912
C: 1.443 -2.916 -0.012  -0.1847
C: 0.732 -1.737 -2.833  -0.1816
C: 1.420 0.017 -0.378  -0.5130
Si: 1.702 1.661 -1.265  0.4015
C: 3.505 1.844 -1.743  -0.1715
C: 1.332 3.090 -0.088  -0.1971
C: 0.644 1.833 -2.795  -0.1669
H: 3.780 -2.753 -2.190  0.0426
H: 4.282 -1.570 -0.980  0.0409
H: 3.857 -1.045 -2.612  0.0228
H: 1.363 -3.911 -0.459  0.0445
H: 0.503 -2.737 0.539  -0.0181
H: 2.246 -2.948 0.728  0.0411
H: 0.716 -2.770 -3.192  0.0449
H: 1.135 -1.118 -3.637  0.0311
H: -0.295 -1.424 -2.660  -0.0187
H: 2.073 -0.012 0.514  0.0113
H: 4.182 1.635 -0.911  0.0388
H: 3.683 2.872 -2.068  0.0409
H: 3.777 1.188 -2.571  0.0212
H: 2.116 3.209 0.665  0.0244
H: 0.360 2.995 0.403  0.0010
H: 1.310 4.022 -0.659  0.0474
H: 0.981 1.163 -3.588  0.0266
H: 0.708 2.855 -3.178  0.0446
H: -0.405 1.619 -2.589  -0.0019

Cartesian forces (eV/Å) of the 3 atoms listed first:
Ir -0.9291 0.0298 0.3044
Cl 0.5504 0.1254 0.0770
C -0.2184 0.1057 -0.2429

---

Entry 2:
Molecular formula: C18H29ClN3O2OsS2Sb
Method: DFT, ωB97M-V/def2-TZVPD

Values from the calculation:
Multiplicity = 1
HOMO-LUMO gap (alpha / beta) = 5.50 / 5.02 eV
Charge = +2

Last column: Löwdin charge in e.
Element x y z (Å)
Os: -0.282 0.392 0.215  0.9100
Cl: 7.673 -1.058 -1.874  0.7901
C: 6.051 -0.826 -1.405  -0.6358
C: 5.036 -1.470 -2.120  -0.0646
C: 3.727 -1.285 -1.744  0.0147
C: 3.429 -0.454 -0.654  -0.1434
C: 4.454 0.194 0.052  0.0283
C: 5.764 0.004 -0.320  -0.0580
C: 2.075 -0.233 -0.261  -0.5519
O: 1.057 -0.845 -0.777  -0.2025
O: 1.711 0.607 0.631  -0.1308
H: 5.294 -2.098 -2.961  0.1210
H: 2.930 -1.766 -2.295  0.1282
H: 4.208 0.838 0.885  0.1347
H: 6.572 0.488 0.210  0.1233
C: -4.090 -2.289 0.465  -0.1230
C: -4.361 -0.824 0.788  -0.5311
C: -4.419 -0.547 2.286  -0.1263
Sb: -2.999 0.468 -0.277  1.4574
C: -3.447 0.193 -2.369  -0.5532
C: -4.933 -0.080 -2.568  -0.1195
C: -2.572 -0.893 -2.983  -0.1417
C: -3.475 2.482 0.308  -0.5459
C: -4.978 2.731 0.358  -0.1078
C: -2.775 2.763 1.636  -0.1370
H: -4.882 -2.907 0.892  0.0985
H: -3.146 -2.622 0.901  0.0469
H: -4.059 -2.486 -0.608  0.0625
H: -5.317 -0.533 0.341  0.0932
H: -3.463 -0.727 2.776  0.0396
H: -5.153 -1.215 2.740  0.0976
H: -4.730 0.472 2.508  0.0612
H: -3.194 1.163 -2.807  0.0860
H: -5.232 -1.033 -2.126  0.0756
H: -5.147 -0.139 -3.637  0.0980
H: -5.566 0.705 -2.151  0.0716
H: -2.830 -1.880 -2.592  0.0750
H: -1.507 -0.727 -2.808  0.0362
H: -2.729 -0.919 -4.062  0.0977
H: -3.042 3.099 -0.474  0.0707
H: -5.481 2.086 1.080  0.0727
H: -5.453 2.596 -0.615  0.0748
H: -5.156 3.763 0.667  0.0995
H: -3.234 2.212 2.457  0.0748
H: -2.827 3.827 1.869  0.1012
H: -1.702 2.507 1.616  0.0417
S: -0.306 1.675 -1.664  0.6881
C: -0.330 3.229 -0.999  -0.6917
N: -0.350 4.292 -0.551  0.1669
N: -0.035 -3.172 0.417  0.1782
C: -0.446 -2.749 1.592  -0.7682
N: -0.697 -3.598 2.573  0.1574
S: -0.754 -1.070 1.960  0.6679
H: 0.116 -4.155 0.240  0.1478
H: 0.278 -2.506 -0.276  0.0756
H: -0.510 -4.587 2.492  0.1447
H: -1.046 -3.263 3.458  0.1236

Cartesian forces (eV/Å) of the 3 atoms listed first:
Os 0.4659 0.0997 -0.3387
Cl 0.0607 -0.0095 -0.0170
C -0.1208 0.0056 0.0201